(1)
{
  "formula": "N3O17Pd3S2",
  "method": "ωB97M-V/def2-TZVPD",
  "spin_multiplicity": 7,
  "e_lumo_ev": [0.904, -2.383],
  "energy_ha": -2622.82795,
  "homo_energy_ha": [-0.226, -0.163],
  "homo_lumo_gap_ev": [7.0, 2.0],
  "total_charge": -1,
  "elements": ["Pd", "Pd", "Pd", "N", "O", "O", "O", "N", "O", "O", "O", "N", "O", "O", "O", "S", "O", "O", "O", "O", "S", "O", "O", "O", "O"],
  "coordinates": [[-5.0049, 1.5070, 0.6457], [3.2700, -1.0949, -0.8611], [-0.2695, 0.5561, 2.9236], [-4.8859, 0.7800, -1.8658], [-4.8144, 2.0201, -1.8060], [-4.5711, 0.0138, -2.7257], [-5.5278, 0.2476, -0.8427], [2.1931, 0.8944, 2.4448], [1.6888, 1.0123, 3.6155], [3.4061, 1.1650, 2.3321], [1.4887, 0.4439, 1.4896], [0.9504, -2.0375, -0.2310], [1.9747, -2.5131, 0.3509], [-0.1467, -2.3911, 0.0907], [1.2492, -1.4249, -1.3090], [-3.0381, 0.8268, 2.3372], [-2.2101, 1.4791, 3.3860], [-2.8546, 1.5882, 1.0375], [-2.7553, -0.5341, 2.1818], [-4.4097, 1.0168, 2.7738], [5.0088, -0.7157, -3.1891], [4.5728, 0.4773, -2.3948], [3.7886, -0.6408, -4.2277], [6.2084, -0.7666, -3.8643], [4.6885, -1.9099, -2.2921]]
}


(2)
{
  "formula": "N7O21Zr3",
  "method": "ωB97M-V/def2-TZVPD",
  "e_lumo_ev": -22.509,
  "energy_ha": -2100.87013,
  "homo_energy_ha": -0.904,
  "homo_lumo_gap_ev": 2.1,
  "total_charge": 5,
  "elements": ["Zr", "Zr", "Zr", "N", "O", "O", "O", "N", "O", "O", "O", "N", "O", "O", "O", "N", "O", "O", "O", "N", "O", "O", "O", "N", "O", "O", "O", "N", "O", "O", "O"],
  "coordinates": [[0.8430, 0.3620, 2.5177], [-2.0837, -3.8545, -0.1755], [-0.3972, 0.9707, -3.2667], [-2.3573, -1.9372, -3.5681], [-2.9422, -2.2415, -4.5080], [-2.4124, -2.5148, -2.4209], [-1.4277, -0.9958, -3.5007], [-0.8989, -0.4889, -0.1997], [-0.3977, 0.0341, 0.8380], [-1.0264, 0.2063, -1.2025], [-1.3135, -1.6411, -0.1254], [2.1954, -0.9832, -2.1130], [1.2265, -0.2925, -2.7559], [3.2811, -1.0295, -2.5399], [1.7686, -1.5313, -1.0888], [-1.4011, 2.5947, 3.8195], [-1.7714, 3.6140, 3.3914], [-0.5673, 1.7455, 3.0952], [-1.9157, 1.9700, 4.7261], [0.4327, 3.3400, -0.8144], [0.0846, 2.5905, -1.8489], [0.3646, 2.7391, 0.2697], [0.7183, 4.4575, -0.8980], [3.3961, 1.1227, 0.2413], [4.4904, 0.9921, 0.6435], [3.0447, 1.6596, -0.7834], [2.3480, 0.6676, 0.9940], [-0.8532, -2.9250, 2.9304], [-0.3007, -3.6609, 3.6238], [-1.6074, -3.2831, 1.9030], [-0.5199, -1.6872, 2.8163]]
}


(3)
{
  "formula": "NO2P",
  "method": "ωB97M-V/def2-TZVPD",
  "e_lumo_ev": [-3.872, -3.861],
  "energy_ha": -546.48343,
  "homo_energy_ha": [-0.461, -0.462],
  "relative_energy_kj_mol": 0.0,
  "homo_lumo_gap_ev": [8.7, 8.7],
  "total_charge": 0,
  "elements": ["N", "O", "O", "P"],
  "coordinates": [[1.0566, 0.9965, 0.0088], [0.4919, -1.3454, 0.0053], [-1.5982, 0.3166, 0.0121], [-0.1839, -0.0536, -0.0156]]
}


(4)
{
  "formula": "NO4P",
  "method": "ωB97M-V/def2-TZVPD",
  "e_lumo_ev": 7.682,
  "energy_ha": -697.02204,
  "homo_energy_ha": 0.025,
  "relative_energy_kj_mol": 87.8,
  "homo_lumo_gap_ev": 7.0,
  "total_charge": -2,
  "elements": ["N", "O", "O", "O", "O", "P"],
  "coordinates": [[0.9237, -0.7682, 0.5813], [-2.0749, 0.2134, -1.2146], [-0.8919, 2.0577, -0.1185], [1.9781, -1.0715, -0.0322], [0.7720, -1.2215, 1.7463], [-0.7069, 0.7900, -0.9622]]
}


(5)
{
  "formula": "NO4PS",
  "method": "ωB97M-V/def2-TZVPD",
  "e_lumo_ev": 6.763,
  "energy_ha": -1095.29976,
  "homo_energy_ha": -0.024,
  "relative_energy_kj_mol": 81.8,
  "homo_lumo_gap_ev": 7.4,
  "total_charge": -2,
  "elements": ["N", "O", "O", "O", "O", "P", "S"],
  "coordinates": [[0.6143, 1.5830, 2.4701], [1.1966, 0.3174, -1.7461], [-1.3901, -0.2450, -1.5803], [0.3803, -1.8285, -0.8569], [-1.0091, -0.1598, 1.5821], [0.0318, -0.4274, -1.1771], [0.1761, 0.7603, 1.3083]]
}


(6)
{
  "formula": "NO6S",
  "method": "ωB97M-V/def2-TZVPD",
  "e_lumo_ev": 3.885,
  "smiles": "O=[N+]([O-])OS(=O)(=O)[O-]",
  "energy_ha": -904.33903,
  "homo_energy_ha": -0.228,
  "relative_energy_kj_mol": 49.6,
  "homo_lumo_gap_ev": 10.1,
  "total_charge": -1,
  "elements": ["O", "N", "O", "O", "S", "O", "O", "O"],
  "coordinates": [[-0.9984, 1.0251, -0.3893], [-1.2825, -0.0319, 0.1108], [-2.3817, -0.2318, 0.6347], [-0.4127, -0.9636, 0.1152], [1.3593, -0.0038, -0.1149], [1.1848, 0.9126, 0.9951], [1.2518, 0.4881, -1.4894], [2.2029, -1.1918, 0.0729]]
}


(7)
{
  "formula": "O2",
  "method": "ωB97M-V/def2-TZVPD",
  "spin_multiplicity": 2,
  "e_lumo_ev": [5.152, 4.862],
  "energy_ha": -150.26743,
  "homo_energy_ha": [-0.131, -0.112],
  "relative_energy_kj_mol": 220.0,
  "homo_lumo_gap_ev": [8.7, 7.9],
  "total_charge": -1,
  "elements": ["O", "O"],
  "coordinates": [[0.1413, -0.2650, 0.8833], [-0.1413, 0.2650, -0.8833]]
}


(8)
{
  "formula": "O2",
  "method": "ωB97M-V/def2-TZVPD",
  "e_lumo_ev": -3.774,
  "smiles": "O=O",
  "energy_ha": -150.24671,
  "homo_energy_ha": -0.423,
  "relative_energy_kj_mol": 131.0,
  "homo_lumo_gap_ev": 7.7,
  "total_charge": 0,
  "elements": ["O", "O"],
  "coordinates": [[0.1002, -0.0145, 0.7044], [-0.1002, 0.0145, -0.7044]]
}


(9)
{
  "formula": "O2",
  "method": "ωB97M-V/def2-TZVPD",
  "e_lumo_ev": -2.293,
  "smiles": "O=O",
  "energy_ha": -150.29558,
  "homo_energy_ha": -0.373,
  "relative_energy_kj_mol": 2.7,
  "homo_lumo_gap_ev": 7.9,
  "total_charge": 0,
  "elements": ["O", "O"],
  "coordinates": [[0.0000, 0.0000, 0.6116], [0.0000, 0.0000, -0.6116]]
}


(10)
{
  "formula": "O2",
  "method": "ωB97M-V/def2-TZVPD",
  "e_lumo_ev": -2.998,
  "smiles": "O=O",
  "energy_ha": -150.28131,
  "homo_energy_ha": -0.397,
  "relative_energy_kj_mol": 40.2,
  "homo_lumo_gap_ev": 7.8,
  "total_charge": 0,
  "elements": ["O", "O"],
  "coordinates": [[0.0000, 0.0000, 0.6543], [0.0000, 0.0000, -0.6543]]
}


(11)
{
  "formula": "O2",
  "method": "ωB97M-V/def2-TZVPD",
  "spin_multiplicity": 2,
  "e_lumo_ev": [-16.717, -16.172],
  "energy_ha": -149.55632,
  "homo_energy_ha": [-0.895, -0.843],
  "relative_energy_kj_mol": 893.9,
  "homo_lumo_gap_ev": [7.6, 6.8],
  "total_charge": 1,
  "elements": ["O", "O"],
  "coordinates": [[0.0000, 0.0000, 0.9523], [0.0000, 0.0000, -0.9523]]
}


(12)
{
  "formula": "O2S2",
  "method": "ωB97M-V/def2-TZVPD",
  "e_lumo_ev": -1.230,
  "energy_ha": -946.77900,
  "homo_energy_ha": -0.355,
  "relative_energy_kj_mol": 75.1,
  "homo_lumo_gap_ev": 8.4,
  "total_charge": 0,
  "elements": ["O", "O", "S", "S"],
  "coordinates": [[-1.5993, 0.4282, 0.3685], [0.5016, -0.9656, 0.0836], [1.6094, 0.3842, 0.0662], [-0.5118, 0.1531, -0.5182]]
}


(13)
{
  "formula": "O4S",
  "method": "ωB97M-V/def2-TZVPD",
  "e_lumo_ev": [-2.563, -2.338],
  "energy_ha": -698.88112,
  "homo_energy_ha": [-0.384, -0.425],
  "relative_energy_kj_mol": 281.5,
  "homo_lumo_gap_ev": [7.9, 9.2],
  "total_charge": 0,
  "elements": ["O", "O", "O", "O", "S"],
  "coordinates": [[-0.8301, -1.3321, 0.3038], [-0.7034, -0.1620, 0.9270], [0.2048, -0.4231, -1.2568], [1.2036, 1.3973, 0.2190], [0.1252, 0.5199, -0.1930]]
}


(14)
{
  "formula": "O8V4",
  "method": "ωB97M-V/def2-TZVPD",
  "e_lumo_ev": -16.527,
  "energy_ha": -4375.86826,
  "homo_energy_ha": -0.921,
  "relative_energy_kj_mol": 105.0,
  "homo_lumo_gap_ev": 8.5,
  "total_charge": 4,
  "elements": ["O", "V", "O", "O", "V", "O", "O", "V", "O", "O", "V", "O"],
  "coordinates": [[-12.3344, -40.7659, -17.2541], [-13.8194, -41.0230, -17.6594], [-14.5686, -41.8897, -16.6888], [-10.3736, -39.2378, -16.2914], [-10.1922, -38.5942, -14.8394], [-10.7210, -37.1172, -14.7909], [-10.8877, -36.2978, -17.6558], [-12.2320, -35.6411, -17.1810], [-12.9640, -36.6973, -16.3056], [-11.7171, -39.4518, -10.0183], [-10.3513, -39.0024, -10.5224], [-10.6213, -38.1754, -11.8757]]
}


(15)
{
  "formula": "S2",
  "method": "ωB97M-V/def2-TZVPD",
  "e_lumo_ev": -3.933,
  "energy_ha": -796.23281,
  "homo_energy_ha": -0.349,
  "relative_energy_kj_mol": 231.4,
  "homo_lumo_gap_ev": 5.6,
  "total_charge": 0,
  "elements": ["S", "S"],
  "coordinates": [[0.0000, 0.0000, 1.2132], [0.0000, 0.0000, -1.2132]]
}